Entry 1:
Here is an isolated molecule of C5H7NO at a distorted geometry from OMol25. Energies are from the ωB97M-V functional and the def2-TZVPD basis.

As for the LUMO energy: 0.03061 Eh. Its HOMO-LUMO gap is 0.4402 hartree. The max |F| comes out at 1.1 eV Å⁻¹. The energy above the lowest of the compared OMol25 structures with the same formula, charge and spin is 40.39 kcal/mol. The structure (SMILES) is CC[C@@]1(C#N)CO1.

Each line ends with the natural charge from an NBO analysis.
CARTESIAN COORDINATES (ANGSTROEM)
C  -1.797  0.216  0.081  -0.62
C  -0.592  -0.706  0.267  -0.41
C  0.724  -0.122  -0.227  0.10
C  1.905  0.063  0.634  -0.08
O  1.820  -1.019  -0.277  -0.45
C  0.599  0.756  -1.392  0.26
N  0.424  1.467  -2.288  -0.30
H  -1.658  1.181  0.580  0.21
H  -2.693  -0.254  0.494  0.22
H  -1.981  0.415  -0.980  0.22
H  -0.471  -0.978  1.321  0.22
H  -0.753  -1.638  -0.286  0.22
H  2.645  0.823  0.386  0.20
H  1.829  -0.205  1.687  0.19

=====

Entry 2:
Here is a 2-piece molecular cluster, C5H7NO overall from OMol25. Energies are from the ωB97M-V functional and the def2-TZVPD basis.

As for the LUMO energy: 0.03121 Eh. Its HOMO-LUMO gap is 0.3563 hartree. The max |F| comes out at 0.6 eV Å⁻¹. The energy above the lowest of the compared OMol25 structures with the same formula, charge and spin is 120.30 kcal/mol. The structure (SMILES) is N=C=C1CO1.C=C.

Each line ends with the natural charge from an NBO analysis.
CARTESIAN COORDINATES (ANGSTROEM)
C  0.427  0.185  -1.909  -0.58
C  -0.058  0.876  -0.826  -0.36
C  -0.360  -0.404  1.000  0.12
C  -0.387  0.321  2.253  -0.10
O  -1.577  -0.127  1.579  -0.45
C  0.141  -1.556  0.467  0.30
N  0.631  -2.108  -0.493  -0.52
H  0.650  -1.310  -1.299  0.35
H  1.471  0.294  -2.199  0.22
H  -0.257  -0.169  -2.678  0.22
H  0.605  1.517  -0.250  0.20
H  -1.120  1.088  -0.730  0.22
H  -0.177  -0.190  3.191  0.20
H  -0.229  1.399  2.242  0.19

=====

Entry 3:
Here is an isolated molecule of C5H7NO at a distorted geometry from OMol25. Energies are from the ωB97M-V functional and the def2-TZVPD basis.

As for the LUMO energy: 0.02926 Eh. Its HOMO-LUMO gap is 0.3582 hartree. The max |F| comes out at 6.9 eV Å⁻¹. The energy above the lowest of the compared OMol25 structures with the same formula, charge and spin is 33.80 kcal/mol. The structure (SMILES) is CC(C)=CN=C=O.

Each line ends with the natural charge from an NBO analysis.
CARTESIAN COORDINATES (ANGSTROEM)
C  0.867  0.343  -0.670  -0.05
C  0.116  -0.553  -0.052  0.03
C  0.315  2.935  -0.187  0.86
C  -0.908  -0.080  1.019  -0.64
C  0.141  -1.986  -0.423  -0.63
N  0.592  1.774  -0.441  -0.59
O  0.086  4.031  0.051  -0.53
H  -0.349  0.353  1.766  0.22
H  -1.598  -0.741  1.423  0.22
H  -0.785  -2.184  -0.838  0.22
H  0.336  -2.691  0.346  0.22
H  0.979  -2.164  -1.075  0.21
H  -1.406  0.853  0.561  0.22
H  1.612  0.113  -1.480  0.22

=====

Entry 4:
Here is C5H7NO as an isolated structure from OMol25. Energies are from the ωB97M-V functional and the def2-TZVPD basis.

As for the LUMO energy: 0.01541 Eh. Its HOMO-LUMO gap is 0.3324 hartree. The max |F| comes out at 0.7 eV Å⁻¹. The energy above the lowest of the compared OMol25 structures with the same formula, charge and spin is 116.28 kcal/mol.

Each line ends with the natural charge from an NBO analysis.
CARTESIAN COORDINATES (ANGSTROEM)
O  2.094  -0.249  -0.986  -0.69
C  1.202  -0.082  0.053  0.07
C  0.432  1.109  -0.084  -0.12
C  -1.009  0.900  0.142  -0.14
C  -1.393  -0.453  -0.469  -0.43
C  -0.482  -0.889  0.669  -0.07
N  -0.644  0.249  1.412  -0.35
H  2.860  -0.750  -0.677  0.48
H  1.614  -0.399  1.001  0.20
H  0.843  2.009  -0.544  0.21
H  -1.649  1.782  0.160  0.22
H  -1.093  -0.678  -1.495  0.21
H  -2.450  -0.677  -0.298  0.22
H  -0.325  -1.872  1.119  0.21

=====

Entry 5:
Here is an isolated molecule of C5H7NO from OMol25. Energies are from the ωB97M-V functional and the def2-TZVPD basis.

As for the LUMO energy: 0.03140 Eh. Its HOMO-LUMO gap is 0.3940 hartree. The max |F| comes out at 0.5 eV Å⁻¹. The energy above the lowest of the compared OMol25 structures with the same formula, charge and spin is 39.82 kcal/mol. The structure (SMILES) is C#CCCNC=O.

Each line ends with the natural charge from an NBO analysis.
CARTESIAN COORDINATES (ANGSTROEM)
O  0.372  2.932  -0.944  -0.61
C  0.916  2.253  -0.095  0.53
N  0.455  1.057  0.360  -0.62
C  -0.871  0.585  0.029  -0.22
C  -0.899  -0.885  -0.400  -0.49
C  -0.286  -1.805  0.565  -0.02
C  0.237  -2.578  1.327  -0.24
H  1.856  2.554  0.400  0.11
H  0.953  0.600  1.110  0.40
H  -1.221  1.210  -0.796  0.24
H  -1.543  0.744  0.882  0.19
H  -1.944  -1.175  -0.558  0.24
H  -0.384  -0.992  -1.360  0.24
H  0.692  -3.288  1.983  0.24

=====

Entry 6:
Here is C5H7NO as an isolated structure from OMol25. Energies are from the ωB97M-V functional and the def2-TZVPD basis.

As for the LUMO energy: 0.02484 Eh. Its HOMO-LUMO gap is 0.3617 hartree. The max |F| comes out at 0.6 eV Å⁻¹. The energy above the lowest of the compared OMol25 structures with the same formula, charge and spin is 81.88 kcal/mol.

Each line ends with the natural charge from an NBO analysis.
CARTESIAN COORDINATES (ANGSTROEM)
O  2.302  -0.231  -1.439  -0.50
C  1.608  0.547  -0.825  0.44
C  0.325  0.134  -0.167  -0.20
C  -0.860  -0.637  -0.772  -0.22
N  -1.309  -0.452  0.670  -0.35
C  -0.767  0.964  0.525  -0.24
C  0.123  -0.827  1.020  -0.21
H  1.899  1.616  -0.718  0.11
H  -1.490  -0.114  -1.498  0.19
H  -0.698  -1.681  -1.055  0.20
H  -1.396  1.610  -0.098  0.19
H  -0.530  1.440  1.482  0.19
H  0.437  -0.486  2.012  0.19
H  0.356  -1.884  0.862  0.20

=====

Entry 7:
Here is an isolated molecule of C5H7NO from OMol25. Energies are from the ωB97M-V functional and the def2-TZVPD basis.

As for the LUMO energy: 0.03692 Eh. Its HOMO-LUMO gap is 0.3782 hartree. The max |F| comes out at 0.7 eV Å⁻¹. The energy above the lowest of the compared OMol25 structures with the same formula, charge and spin is 76.69 kcal/mol.

Each line ends with the natural charge from an NBO analysis.
CARTESIAN COORDINATES (ANGSTROEM)
C  2.436  0.003  0.365  -0.44
N  1.285  0.890  0.502  -0.49
C  0.160  0.327  0.545  0.54
O  -0.088  -1.035  0.303  -0.52
C  -1.017  -0.536  -0.670  0.09
C  -2.284  -0.219  -0.029  -0.41
C  -1.155  0.811  0.062  -0.29
H  2.991  0.203  -0.568  0.20
H  3.116  0.195  1.198  0.20
H  2.157  -1.057  0.347  0.19
H  -0.688  -0.596  -1.701  0.22
H  -2.605  -0.880  0.769  0.24
H  -3.067  0.117  -0.709  0.23
H  -1.241  1.778  -0.415  0.24

=====

Entry 8:
Here is C5H7NO as an isolated structure at a distorted geometry from OMol25. Energies are from the ωB97M-V functional and the def2-TZVPD basis.

As for the LUMO energy: 0.03689 Eh. Its HOMO-LUMO gap is 0.3722 hartree. The max |F| comes out at 1.0 eV Å⁻¹. The energy above the lowest of the compared OMol25 structures with the same formula, charge and spin is 67.04 kcal/mol.

Each line ends with the natural charge from an NBO analysis.
CARTESIAN COORDINATES (ANGSTROEM)
O  -1.921  -0.548  -0.460  -0.50
C  -1.566  0.517  -0.795  0.72
C  -1.265  1.732  -1.192  -0.78
N  0.895  0.688  0.464  -0.39
C  0.512  -0.367  1.443  -0.25
C  0.845  -1.448  0.378  -0.49
C  1.110  -0.212  -0.429  0.09
H  -0.266  2.124  -1.097  0.28
H  -2.086  2.337  -1.548  0.26
H  -0.550  -0.305  1.711  0.21
H  1.119  -0.350  2.352  0.20
H  0.023  -2.098  0.056  0.23
H  1.746  -2.035  0.582  0.22
H  1.404  -0.034  -1.467  0.19

=====

Entry 9:
Here is an isolated molecule of C5H7NO at a distorted geometry from OMol25. Energies are from the ωB97M-V functional and the def2-TZVPD basis.

As for the LUMO energy: 0.02100 Eh. Its HOMO-LUMO gap is 0.3860 hartree. The max |F| comes out at 1.9 eV Å⁻¹. The energy above the lowest of the compared OMol25 structures with the same formula, charge and spin is 81.58 kcal/mol. The structure (SMILES) is C=C(C#N)COC.

Each line ends with the natural charge from an NBO analysis.
CARTESIAN COORDINATES (ANGSTROEM)
C  1.515  -0.186  0.588  -0.29
C  -0.082  1.020  -0.955  -0.31
C  -0.996  0.264  -0.345  -0.17
C  -0.681  -1.194  -0.295  -0.08
O  0.315  -1.151  0.728  -0.54
C  -1.876  0.787  0.663  0.26
N  -2.625  1.222  1.432  -0.30
H  1.487  0.336  1.539  0.21
H  1.816  0.630  -0.136  0.21
H  2.283  -0.923  0.456  0.20
H  0.121  2.049  -0.691  0.22
H  0.538  0.552  -1.714  0.20
H  -1.542  -1.833  -0.030  0.21
H  -0.273  -1.576  -1.241  0.18

=====

Entry 10:
Here is an isolated molecule of C5H7NO from OMol25. Energies are from the ωB97M-V functional and the def2-TZVPD basis.

As for the LUMO energy: 0.02762 Eh. Its HOMO-LUMO gap is 0.3783 hartree. The max |F| comes out at 0.7 eV Å⁻¹. The energy above the lowest of the compared OMol25 structures with the same formula, charge and spin is 70.44 kcal/mol. The structure (SMILES) is C#C[C@H](N)C(C)=O.

Each line ends with the natural charge from an NBO analysis.
CARTESIAN COORDINATES (ANGSTROEM)
C  0.148  1.365  -1.392  -0.72
C  -0.009  0.775  -0.018  0.59
C  -0.306  -0.741  0.182  -0.22
N  0.213  -1.588  -0.872  -0.82
C  -0.115  -0.975  1.626  -0.10
C  -0.143  -0.309  2.638  -0.14
O  0.042  1.513  0.936  -0.53
H  1.220  1.499  -1.578  0.24
H  -0.282  0.770  -2.195  0.24
H  -0.301  2.360  -1.351  0.24
H  -0.115  -2.537  -0.724  0.37
H  1.227  -1.617  -0.892  0.36
H  -1.396  -0.792  0.110  0.24
H  -0.183  0.278  3.530  0.23

=====

Entry 11:
Here is C5H7NO as an isolated structure at a distorted geometry from OMol25. Energies are from the ωB97M-V functional and the def2-TZVPD basis.

As for the LUMO energy: 0.01192 Eh. Its HOMO-LUMO gap is 0.3518 hartree. The max |F| comes out at 1.5 eV Å⁻¹. The energy above the lowest of the compared OMol25 structures with the same formula, charge and spin is 119.41 kcal/mol.

Each line ends with the natural charge from an NBO analysis.
CARTESIAN COORDINATES (ANGSTROEM)
C  -1.676  0.339  0.265  -0.62
C  -0.545  -0.683  0.148  -0.42
C  0.785  -0.120  -0.319  0.13
C  2.147  0.073  0.809  -0.10
O  1.895  -0.920  -0.201  -0.49
C  0.732  0.541  -1.639  0.24
N  0.634  1.009  -2.696  -0.26
H  -1.438  1.109  1.006  0.21
H  -2.605  -0.150  0.579  0.23
H  -1.871  0.834  -0.693  0.22
H  -0.364  -1.184  1.102  0.23
H  -0.813  -1.464  -0.578  0.23
H  1.304  0.921  0.373  0.26
H  1.687  -0.314  1.747  0.13

=====

Entry 12:
Here is an isolated molecule of C5H7NO at a distorted geometry from OMol25. Energies are from the ωB97M-V functional and the def2-TZVPD basis.

As for the LUMO energy (alpha / beta): 0.02154 / 0.02595 Eh. Its HOMO-LUMO gap (alpha / beta) is 0.3040 / 0.3034 hartree. The max |F| comes out at 3.6 eV Å⁻¹. The energy above the lowest of the compared OMol25 structures with the same formula, charge and spin is 130.65 kcal/mol.

Each line ends with the natural charge from an NBO analysis.
CARTESIAN COORDINATES (ANGSTROEM)
C  -2.022  1.702  -0.150  0.28
C  2.180  1.653  -0.048  -0.12
C  -0.247  -1.107  0.493  -0.45
C  -1.741  -0.855  -0.002  -0.24
C  0.856  -0.220  -0.254  0.08
N  -1.999  0.542  -0.225  -0.54
O  1.267  0.842  0.395  -0.38
H  2.505  1.373  -1.014  0.15
H  2.690  2.168  0.754  0.18
H  -0.007  -0.903  1.520  0.23
H  -0.149  -2.155  0.273  0.22
H  -1.838  -1.412  -1.011  0.21
H  -2.608  -1.197  0.629  0.23
H  1.112  -0.430  -1.360  0.16

=====

Q: What is the formula in the seventh record?
A: C5H7NO

=====

Please write out number 9 again, unchanged.
Here is an isolated molecule of C5H7NO at a distorted geometry from OMol25. Energies are from the ωB97M-V functional and the def2-TZVPD basis.

As for the LUMO energy: 0.02100 Eh. Its HOMO-LUMO gap is 0.3860 hartree. The max |F| comes out at 1.9 eV Å⁻¹. The energy above the lowest of the compared OMol25 structures with the same formula, charge and spin is 81.58 kcal/mol. The structure (SMILES) is C=C(C#N)COC.

Each line ends with the natural charge from an NBO analysis.
CARTESIAN COORDINATES (ANGSTROEM)
C  1.515  -0.186  0.588  -0.29
C  -0.082  1.020  -0.955  -0.31
C  -0.996  0.264  -0.345  -0.17
C  -0.681  -1.194  -0.295  -0.08
O  0.315  -1.151  0.728  -0.54
C  -1.876  0.787  0.663  0.26
N  -2.625  1.222  1.432  -0.30
H  1.487  0.336  1.539  0.21
H  1.816  0.630  -0.136  0.21
H  2.283  -0.923  0.456  0.20
H  0.121  2.049  -0.691  0.22
H  0.538  0.552  -1.714  0.20
H  -1.542  -1.833  -0.030  0.21
H  -0.273  -1.576  -1.241  0.18

=====

Q: The highest max |F| belongs to which entry?
A: number 3